Here is an isolated ion of composition C5H7N2O and charge -1 at a distorted geometry from the OMol25 dataset. Energies are from the ωB97M-V functional and the def2-TZVPD basis.

Its lowest unoccupied orbital energy is 4.46 eV. The HOMO energy is -2.02 eV. The energy above the lowest of the compared OMol25 structures with the same formula, charge and spin comes out at 11.4 kcal per mole. Its total charge is -1. The largest force on an atom comes out at 2.753 eV/A. The structure (SMILES) is C[C@@H]1N=CC=CN1[O-].

The geometry in XYZ format:
```
15
Properties=species:S:1:pos:R:3:lowdin_charge:R:1
C 0.249 -1.680 -0.438 -0.067
C 0.530 -0.613 0.643 -0.384
N -0.692 -0.294 1.296 -0.016
C -1.486 0.520 0.667 -0.329
C -1.034 1.421 -0.254 -0.164
C 0.354 1.427 -0.492 -0.145
N 1.196 0.604 -0.001 -0.297
O 2.461 0.673 -0.021 -0.192
H 0.809 -1.433 -1.423 0.101
H -0.848 -1.723 -0.469 0.057
H 0.646 -2.599 0.009 0.047
H 1.401 -0.976 1.327 0.141
H -2.475 0.593 1.152 0.084
H -1.821 1.867 -0.880 0.061
H 0.711 2.212 -1.119 0.103
```

***

Here is a 2-piece molecular cluster, C5H7N2O overall at a distorted geometry from the OMol25 dataset. Energies are from the ωB97M-V functional and the def2-TZVPD basis.

Its lowest unoccupied orbital energy is -6.60 eV. The HOMO energy is -12.45 eV. The energy above the lowest of the compared OMol25 structures with the same formula, charge and spin comes out at 94.1 kcal per mole. Its total charge is +1. The largest force on an atom comes out at 4.881 eV/A.

The geometry in XYZ format:
```
15
Properties=species:S:1:pos:R:3:lowdin_charge:R:1
C -2.341 -1.414 -0.064 -0.060
C 3.042 0.173 0.351 -0.252
C -1.267 -0.732 0.245 0.093
C 3.950 -0.513 -0.279 0.038
C -1.559 1.631 -0.240 -0.020
N -3.217 -2.215 -0.242 0.288
N -0.835 0.507 0.268 0.059
O 2.208 0.646 1.021 0.125
H 4.404 -0.387 -1.228 0.062
H -3.411 -3.139 0.138 0.143
H 4.458 -1.208 0.348 0.072
H -1.539 2.423 0.355 0.046
H -1.161 2.089 -1.210 0.147
H -2.672 1.458 -0.341 0.135
H -0.059 0.680 0.879 0.126
```

***

Here is an isolated ion of composition C5H7N2O2 and charge +1 at a distorted geometry from the OMol25 dataset. Energies are from the ωB97M-V functional and the def2-TZVPD basis.

Its lowest unoccupied orbital energy is -5.33 eV. The HOMO energy is -14.56 eV. The energy above the lowest of the compared OMol25 structures with the same formula, charge and spin comes out at 154.4 kcal per mole. Its total charge is +1. The largest force on an atom comes out at 4.770 eV/A. The structure (SMILES) is Cc1ccc[n+](=O)n1O.

The geometry in XYZ format:
```
16
Properties=species:S:1:pos:R:3:lowdin_charge:R:1
C -1.918 1.183 -0.011 0.022
C -0.747 0.254 -0.099 -0.253
C -0.879 -1.101 -0.039 -0.045
C 0.149 -1.923 -0.014 0.019
C 1.536 -1.425 0.009 0.045
N 1.810 -0.157 -0.037 -0.107
O 2.758 0.540 -0.001 0.103
N 0.417 0.859 -0.067 0.049
O 0.911 2.089 -0.083 0.097
H -2.344 1.056 1.062 0.144
H -2.805 0.942 -0.643 0.115
H -1.383 2.199 -0.101 0.117
H -1.985 -1.456 -0.174 0.189
H 0.044 -3.037 0.159 0.159
H 2.477 -1.998 0.050 0.169
H 1.959 1.976 -0.010 0.176
```

***

Here is an isolated ion of composition C5H7N2O3 and charge -1 at a distorted geometry from the OMol25 dataset. Energies are from the ωB97M-V functional and the def2-TZVPD basis.

Its lowest unoccupied orbital energy (spin up / spin down) is 3.92 / 2.77 eV. The HOMO energy (spin up / spin down) is -0.37 / -3.16 eV. The energy above the lowest of the compared OMol25 structures with the same formula, charge and spin comes out at 58.4 kcal per mole. The multiplicity is 3. Its total charge is -1. The largest force on an atom comes out at 6.094 eV/A. As for the expectation value of S²: 2.01.

The geometry in XYZ format:
```
17
Properties=species:S:1:pos:R:3:lowdin_charge:R:1
C 1.756 -1.553 -0.324 -0.333
C 0.219 -1.401 -0.105 -0.403
C 2.075 -0.665 0.558 -0.331
C -0.003 -0.042 -0.356 -0.096
C -1.696 1.772 -0.885 -0.080
N -1.153 1.223 1.378 0.023
N -1.216 0.628 -0.018 -0.217
O -0.439 -2.290 0.495 -0.042
O 2.463 0.182 1.280 0.049
O 2.423 -2.646 -0.855 -0.046
H 0.749 0.418 -0.850 0.075
H -1.982 1.272 -1.801 0.071
H -2.408 2.284 -0.246 0.061
H -0.865 2.380 -0.976 0.034
H -1.652 0.611 2.026 0.058
H -0.145 1.317 1.639 0.069
H 1.873 -3.491 -0.961 0.111
```

***

Here is a 2-piece molecular cluster, C5H7N3 overall at a distorted geometry from the OMol25 dataset. Energies are from the ωB97M-V functional and the def2-TZVPD basis.

Its lowest unoccupied orbital energy is 0.61 eV. The HOMO energy is -8.91 eV. The energy above the lowest of the compared OMol25 structures with the same formula, charge and spin comes out at 69.5 kcal per mole. The largest force on an atom comes out at 1.108 eV/A. The structure (SMILES) is C=C(N)C#N.C=C=N.

The geometry in XYZ format:
```
15
Properties=species:S:1:pos:R:3:lowdin_charge:R:1
C 0.969 -0.166 0.817 0.035
C 0.156 -0.870 1.618 -0.446
N -0.688 -0.330 2.568 0.103
C 0.070 -2.280 1.449 -0.188
N 0.016 -3.418 1.323 0.173
H 1.541 -0.647 0.046 0.072
H 1.073 0.900 0.924 0.069
H -0.998 -0.941 3.306 0.098
H -0.486 0.616 2.850 0.101
C 0.183 1.457 -3.300 -0.017
C -0.493 1.152 -2.239 -0.290
N -1.255 0.987 -1.312 0.157
H 0.082 0.887 -4.205 0.049
H 0.867 2.284 -3.305 0.048
H -1.037 0.368 -0.541 0.036
```

***

Here is a single C5H7N3 molecule at a distorted geometry from the OMol25 dataset. Energies are from the ωB97M-V functional and the def2-TZVPD basis.

Its lowest unoccupied orbital energy is 0.28 eV. The HOMO energy is -8.28 eV. The energy above the lowest of the compared OMol25 structures with the same formula, charge and spin comes out at 107.3 kcal per mole. The largest force on an atom comes out at 4.560 eV/A.

The geometry in XYZ format:
```
15
Properties=species:S:1:pos:R:3:lowdin_charge:R:1
C 3.811 -0.106 -0.121 -0.241
C 2.455 0.137 0.187 -0.132
C 0.512 -1.045 0.717 0.052
C 0.398 1.339 0.364 -0.230
C -1.046 -0.083 -0.976 -0.020
N 4.926 -0.265 -0.342 0.136
N 1.828 1.261 0.038 0.043
N -0.204 0.038 0.264 -0.214
H 0.429 -2.056 0.342 0.088
H 0.781 -0.899 1.723 0.056
H 0.466 1.715 1.359 0.111
H -0.111 2.168 -0.123 0.127
H -2.031 0.320 -0.747 0.095
H -0.619 0.452 -1.771 0.067
H -0.984 -1.062 -1.338 0.063
```

***

| no. | DFT total energy (a.u.) |
| --- | --- |
| 1 | -379.3980 |
| 2 | -379.0528 |
| 3 | -454.2547 |
| 4 | -529.7468 |
| 5 | -358.9076 |
| 6 | -358.8473 |